# 1
Density functional theory data (ωB97M-V/def2-TZVPD) for 2 unconnected molecules or ions with the total composition C13H26F3N3O5S at a distorted geometry.

Values from the calculation:
Energy: -47592.9334 eV
E_LUMO: -0.092 eV

Last column: natural (NBO) charge in e.
Element x y z (Å)
S -3.959 -3.454 1.275  2.37
F -2.028 -5.262 1.381  -0.34
F -4.015 -6.059 1.701  -0.31
F -3.383 -5.508 -0.290  -0.33
O -3.049 -2.675 0.436  -1.08
O -5.316 -3.512 0.803  -0.96
O -1.445 2.137 0.825  -0.70
O -3.784 -3.247 2.689  -0.96
O 4.471 1.695 0.984  -0.54
N -2.000 -1.559 -1.705  -0.64
N -3.752 2.110 -1.510  -0.81
N -0.778 -1.003 -1.127  -0.12
C 1.577 1.502 -1.426  -0.39
C -3.322 -5.159 1.005  0.68
C 4.799 2.216 3.325  -0.63
C 4.606 2.759 1.917  -0.06
C -3.226 1.257 -0.440  -0.26
C 3.035 1.739 -0.976  -0.42
C -1.692 1.286 -0.299  0.05
C -1.062 -0.069 0.042  -0.25
C 3.169 1.448 0.519  -0.05
C 0.353 -3.130 -0.195  -0.09
C 1.417 0.049 -1.900  -0.44
C 0.009 -0.400 -2.259  -0.20
C -0.130 -2.115 -0.582  0.08
H -0.516 2.101 1.079  0.47
H -1.765 -0.608 0.682  0.29
H -3.647 1.645 0.485  0.24
H 0.445 -4.057 0.324  0.27
H 2.955 0.381 0.663  0.17
H -0.157 0.054 0.636  0.22
H 1.891 -0.621 -1.179  0.23
H 3.860 1.869 3.757  0.20
H 3.643 0.986 -1.482  0.21
H -0.563 0.401 -2.723  0.22
H 2.000 -0.036 -2.819  0.24
H -2.534 -0.801 -2.114  0.36
H -3.203 2.025 -2.357  0.34
H -1.244 1.776 -1.168  0.17
H 0.922 1.743 -0.588  0.18
H 5.487 1.372 3.276  0.22
H -3.682 3.075 -1.211  0.36
H -3.599 0.241 -0.560  0.20
H -2.517 -2.047 -0.947  0.45
H 3.387 2.738 -1.226  0.22
H 3.754 3.444 1.872  0.16
H 5.489 3.337 1.637  0.18
H 1.367 2.156 -2.273  0.21
H 5.257 2.965 3.970  0.21
H 2.404 2.005 1.076  0.15
H 0.073 -1.190 -3.004  0.25

---

# 2
Density functional theory data (ωB97M-V/def2-TZVPD) for a molecular structure, C31H30BaBrClN2O6S at a distorted geometry.

Values from the calculation:
Energy: -141995.5598 eV
Net charge: -2
E_LUMO: 3.346 eV

Last column: Mulliken charge in e.
Element x y z (Å)
Ba -0.636 -1.713 -1.879  1.98
Br -8.091 -6.222 0.036  -0.25
Cl -1.666 4.151 -1.112  -0.29
S 4.249 6.677 0.461  -0.19
O 2.621 -2.073 -2.486  -0.57
O -2.248 -2.677 -0.196  -1.00
O 1.716 -5.544 -2.842  -0.74
O -3.159 -1.987 -2.098  -0.96
O 0.508 -3.707 -2.465  -0.66
O 6.014 7.046 2.300  -0.60
N 2.082 -1.661 0.662  -0.41
N 0.442 -0.795 2.306  -0.10
C 3.322 3.145 -1.263  -0.82
C -1.965 3.967 1.553  -0.29
C 1.546 3.684 0.256  -0.03
C 2.190 4.856 0.583  -0.31
C -0.902 -1.368 2.291  -1.03
C 1.313 -1.265 1.427  0.42
C 3.763 -3.923 -1.420  -1.66
C -3.071 2.214 2.698  -0.44
C 3.640 -3.638 -3.913  -1.81
C 0.831 0.549 -1.275  2.05
C -6.633 -4.185 -1.318  -0.55
C 2.104 2.784 -0.672  0.11
C -2.885 2.075 0.219  1.06
C -3.162 1.433 -0.950  -1.76
C 1.437 1.573 -0.990  -3.17
C 3.964 4.319 -0.930  -0.16
C -5.527 -3.387 -1.558  -0.20
C 3.420 5.189 0.009  -0.30
C -2.191 3.325 0.366  0.34
C -4.390 -3.511 -0.770  -0.18
C -4.364 -4.438 0.266  -0.15
C -3.180 -2.648 -1.034  1.01
C 1.607 -4.335 -2.641  0.06
C 0.494 0.660 2.496  -0.84
C 5.295 4.768 2.259  -0.98
C 2.897 -3.464 -2.588  1.89
C -2.386 3.438 2.774  -0.77
C -5.457 -5.250 0.512  -0.53
C -6.580 -5.110 -0.288  0.21
C 5.308 6.200 1.793  0.70
C -3.299 1.573 1.513  -0.61
H -3.441 1.741 3.606  0.34
H 0.581 3.451 0.685  0.48
H 2.517 -1.799 -1.561  0.15
H -0.047 1.172 1.696  0.11
H -5.439 -5.980 1.310  0.41
H -7.525 -4.092 -1.922  0.40
H -3.471 -4.512 0.869  0.42
H -1.567 -0.768 1.665  0.26
H -5.531 -2.663 -2.359  0.42
H -1.289 -1.373 3.312  0.19
H 1.534 0.978 2.514  0.43
H 1.732 5.535 1.294  0.44
H 4.277 4.426 2.439  0.30
H -0.867 -2.387 1.910  0.55
H 5.903 4.704 3.157  0.31
H 4.907 4.566 -1.406  0.41
H 3.763 -4.694 -4.142  0.37
H 3.072 -3.162 -4.713  0.38
H -2.207 3.958 3.704  0.34
H 3.284 -3.707 -0.466  0.39
H -3.843 0.632 1.524  0.34
H -3.744 0.521 -0.942  0.25
H 4.616 -3.150 -3.858  0.40
H 3.953 -4.993 -1.486  0.41
H -1.449 4.921 1.507  0.38
H 5.689 4.125 1.471  0.30
H -2.858 1.827 -1.907  0.23
H 0.018 0.905 3.447  0.27
H 3.754 2.469 -1.990  0.49
H 4.711 -3.379 -1.446  0.37

---

# 3
Density functional theory data (ωB97M-V/def2-TZVPD) for C4H2BrF3O in the gas phase at a distorted geometry.

Values from the calculation:
Energy: -84421.0909 eV
E_LUMO: -0.744 eV
SMILES: C=C(C(=O)Br)C(F)(F)F

Last column: natural (NBO) charge in e.
Element x y z (Å)
Br 1.381 -1.145 2.573  -0.06
F -2.248 0.956 -0.134  -0.31
F -0.851 1.133 -1.809  -0.32
F -1.628 -0.815 -1.358  -0.31
O -1.056 -1.324 1.515  -0.46
C 0.272 0.039 0.218  -0.21
C 1.412 0.390 -0.351  -0.26
C -1.264 0.351 -0.842  1.02
C -0.030 -0.822 1.280  0.47
H 1.601 0.980 -1.182  0.22
H 2.411 0.256 0.089  0.22

---

# 4
Density functional theory data (ωB97M-V/def2-TZVPD) for C5H10O2S in the gas phase at a distorted geometry.

Values from the calculation:
Energy: -20276.4129 eV
E_LUMO: 0.885 eV
SMILES: C1COCOCSC1

Last column: natural (NBO) charge in e.
Element x y z (Å)
S -0.551 1.395 -0.809  0.17
O 1.299 -0.068 0.996  -0.53
O -1.004 -0.500 1.149  -0.55
C 0.543 -1.267 -1.059  -0.43
C -1.596 0.544 0.423  -0.20
C 1.559 -1.120 0.083  -0.07
C 0.148 0.033 -1.783  -0.53
C 0.199 -0.237 1.828  0.23
H 2.539 -0.903 -0.337  0.19
H 0.107 0.665 2.427  0.16
H 0.329 -1.096 2.485  0.15
H -1.921 1.328 1.078  0.19
H 1.010 -1.940 -1.818  0.21
H 1.613 -2.099 0.586  0.17
H 1.042 0.455 -2.256  0.22
H -0.351 -1.777 -0.695  0.22
H -0.557 -0.216 -2.575  0.21
H -2.463 0.080 -0.065  0.20